The following is a quantum chemistry calculation of a 2-piece molecular cluster, C3H4BrF overall at a distorted geometry, from the OMol25 dataset.

Each line ends with the Löwdin spin population.
Element x y z (Å)
C  0.807747  -0.782516  0.570464  0.000
C  0.335560  -0.942509  -0.629679  0.000
C  -1.331379  2.641421  -1.847968  1.508
F  0.620498  -0.053242  -1.575093  0.002
Br  -0.024428  3.777361  -2.426967  0.371
H  0.567693  -1.534966  1.414147  0.000
H  1.427258  0.140211  0.823083  0.000
H  -0.242440  -1.706092  -1.185787  0.000
H  -0.824966  1.724813  -1.590356  0.119

Cartesian forces, eV/Å:
0.4 -0.3 3.1
-0.7 -1.1 -1.5
1.3 0.2 -0.2
0.5 1.4 -0.9
-0.4 0.7 -0.2
0.5 1.4 -1.7
-1.0 -1.5 -0.4
0.2 0.0 1.4
-1.0 -0.9 0.4

Multiplicity ... 3
Frontier orbital gap (alpha / beta) ... 9.437 / 9.034 eV
Energy relative to the best compared isomer or geometry (same formula, charge and spin) ... 25.6 kcal per mole
E ... -75930.201 eV
HOMO level (alpha / beta) ... -8.42 / -10.35 eV

=====

The following is a quantum chemistry calculation of a 12-piece molecular cluster, C48H104O36 overall at a distorted geometry, from the OMol25 dataset.

Each line ends with the Löwdin charge.
Element x y z (Å)
C  -2.909797  -6.584327  5.694361  -0.114
O  -3.307843  -5.256087  5.939988  -0.181
C  -2.327308  -4.201035  5.862703  -0.194
C  -2.946063  -2.884792  5.951179  -0.211
O  -2.078768  -1.745602  5.864406  -0.126
C  -2.754761  -0.561455  6.232131  -0.154
C  -3.809610  -0.052190  5.193741  -0.200
O  -5.006302  -0.744525  5.271318  -0.211
C  -6.107244  0.027172  4.797485  -0.081
H  -3.760118  -7.254520  5.568322  0.087
H  -2.255383  -7.059623  6.425069  0.081
H  -2.321140  -6.624583  4.777877  0.077
H  -1.681850  -4.168432  4.984960  0.129
H  -1.689065  -4.416395  6.719658  0.130
H  -3.644844  -2.839408  6.786492  0.138
H  -3.609549  -2.839928  5.087537  0.111
H  -1.972375  0.196926  6.203277  0.121
H  -3.129838  -0.638301  7.252676  0.130
H  -3.522535  -0.237335  4.158656  0.113
H  -3.987757  1.015699  5.320119  0.103
H  -6.995247  -0.600293  4.721141  0.090
H  -5.898154  0.464482  3.821190  0.088
H  -6.292239  0.840598  5.499075  0.081
C  -8.223740  4.965464  5.937357  -0.095
O  -6.908323  4.622446  6.291661  -0.198
C  -6.038965  4.208870  5.237777  -0.209
C  -4.624114  4.232217  5.694991  -0.280
O  -3.724402  3.499490  5.035511  -0.144
C  -3.242413  4.067358  3.748918  -0.121
C  -2.305356  3.001372  3.240584  -0.179
O  -1.762377  3.420283  1.961722  -0.191
C  -0.776660  2.572393  1.403914  -0.079
H  -8.207165  6.038240  5.745054  0.092
H  -8.806698  4.693075  6.817160  0.090
H  -8.439628  4.294636  5.105802  0.087
H  -6.169848  4.881493  4.390108  0.121
H  -6.264031  3.233240  4.806966  0.115
H  -4.571488  3.871828  6.722337  0.139
H  -4.240565  5.251695  5.735736  0.133
H  -2.735000  5.032035  3.743822  0.133
H  -4.123670  4.158134  3.113897  0.124
H  -2.810781  2.036850  3.192238  0.116
H  -1.505760  3.043303  3.980183  0.132
H  -1.200868  1.574482  1.292856  0.071
H  0.055084  2.515922  2.106134  0.083
H  -0.536856  3.002965  0.431701  0.085
C  3.498884  0.992711  -4.507915  -0.073
O  2.994054  0.422712  -3.264355  -0.200
C  2.460692  1.424609  -2.398241  -0.195
C  2.208915  0.852689  -1.030908  -0.157
O  0.811845  0.672492  -0.765405  -0.134
C  0.243560  -0.592351  -1.161267  -0.162
C  -1.067000  -0.878912  -0.464327  -0.202
O  -0.985256  -1.177566  0.908899  -0.176
C  -2.236370  -1.336432  1.567533  -0.085
H  3.683561  0.116831  -5.129873  0.079
H  4.356784  1.643987  -4.340747  0.084
H  2.689948  1.360891  -5.138929  0.077
H  1.468426  1.736731  -2.723924  0.124
H  3.047251  2.343066  -2.376166  0.116
H  2.701520  1.542123  -0.345251  0.113
H  2.600282  -0.164222  -1.002063  0.125
H  0.848955  -1.486704  -1.013843  0.121
H  0.175678  -0.587280  -2.249145  0.104
H  -1.631754  -1.672057  -0.954308  0.127
H  -1.556773  0.067520  -0.693424  0.102
H  -2.056179  -1.508290  2.628708  0.079
H  -2.880979  -2.149443  1.233466  0.073
H  -2.789125  -0.397682  1.603847  0.078
C  7.016766  -1.699740  1.094368  -0.090
O  6.432647  -0.430385  1.416517  -0.222
C  5.459386  -0.273564  2.526499  -0.119
C  4.017401  -0.521540  1.947058  -0.191
O  3.034834  -0.655620  2.929359  -0.112
C  1.748179  -0.124604  2.619191  -0.169
C  0.805613  0.049065  3.804696  -0.169
O  1.266067  1.057577  4.724669  -0.183
C  1.973649  0.575625  5.837815  -0.132
H  7.422803  -2.129149  2.010248  0.083
H  7.657127  -1.678209  0.212570  0.076
H  6.201606  -2.382514  0.854743  0.073
H  5.560600  0.735171  2.926873  0.114
H  5.655010  -0.972933  3.339343  0.115
H  4.113823  -1.425637  1.345873  0.120
H  3.867648  0.341407  1.298225  0.103
H  1.205416  -0.768860  1.927502  0.114
H  1.765090  0.867643  2.168358  0.113
H  0.662957  -0.898298  4.324534  0.126
H  -0.157600  0.444014  3.481691  0.109
H  2.503251  1.305682  6.449887  0.081
H  2.781012  -0.144429  5.704458  0.083
H  1.247670  0.138013  6.523057  0.080
C  -1.193171  -4.505606  -2.739938  -0.016
O  -1.312075  -4.524698  -1.281159  -0.017
C  -0.262811  -4.942560  -0.548434  -0.665
O  0.832425  -5.150360  -1.058399  0.097
O  -0.691507  -5.076050  0.628380  0.061
C  0.327650  -5.375047  1.643110  0.008
H  -1.347711  -5.494942  -3.170556  0.098
H  -0.214382  -4.224697  -3.128755  0.066
H  -1.933381  -3.798071  -3.113534  0.074
H  1.030571  -4.545278  1.717212  0.096
H  1.038469  -6.131631  1.310797  0.088
H  0.062956  -5.762085  2.627095  0.089
C  6.914784  2.288177  -2.112964  0.023
O  5.928708  2.640440  -1.041121  -0.031
C  6.301223  3.148702  0.182667  -0.531
O  7.428147  3.549830  0.565813  0.077
O  5.197315  3.325079  0.866784  -0.038
C  4.997308  4.142077  1.985686  -0.047
H  7.115199  1.218376  -2.054148  0.065
H  7.816245  2.900880  -2.105042  0.092
H  6.449571  2.513589  -3.072580  0.078
H  5.909080  4.309495  2.559044  0.100
H  4.252263  3.671286  2.627067  0.099
H  4.596304  5.112685  1.693771  0.091
C  0.090211  -0.769465  -5.035685  -0.022
O  -0.315215  -1.433790  -6.236404  0.030
C  -0.165220  -2.742018  -6.387159  -0.680
O  -0.064694  -3.585736  -5.565378  0.151
O  -0.036874  -2.920918  -7.639901  0.027
C  0.136974  -4.202200  -8.159441  -0.035
H  -0.338904  0.231842  -4.998755  0.082
H  1.165316  -0.645403  -4.905821  0.086
H  -0.391077  -1.207002  -4.161031  0.072
H  -0.712546  -4.792487  -7.815950  0.105
H  1.080887  -4.679833  -7.896777  0.102
H  0.182886  -4.019490  -9.233033  0.100
C  3.495973  6.097823  -7.247028  -0.023
O  4.465595  5.203653  -7.784115  0.010
C  4.246418  3.915500  -7.689404  -0.596
O  3.338790  3.361625  -7.123992  0.120
O  5.230119  3.318570  -8.438913  -0.011
C  5.349312  1.883851  -8.328179  -0.044
H  2.816034  5.667553  -6.511741  0.094
H  2.836390  6.389949  -8.064167  0.095
H  4.095049  6.956114  -6.942818  0.100
H  6.341947  1.682803  -8.731122  0.093
H  4.626342  1.365662  -8.958174  0.090
H  5.186063  1.394340  -7.368060  0.083
C  7.373930  -1.736613  -2.938075  -0.030
O  6.146749  -1.813944  -3.636358  -0.009
C  5.173776  -2.642246  -3.294945  -0.649
O  5.496404  -3.669095  -2.760082  0.120
O  4.030991  -2.212749  -3.687114  0.033
C  2.881862  -2.966451  -3.405350  -0.017
H  7.455340  -2.556153  -2.224052  0.090
H  7.415849  -0.770213  -2.435653  0.064
H  8.119752  -1.760206  -3.732619  0.099
H  2.129341  -2.396295  -2.860610  0.080
H  3.063165  -3.913422  -2.896967  0.103
H  2.428328  -3.175076  -4.374306  0.091
C  -1.015966  4.837358  -3.251025  -0.030
O  -0.198713  4.361328  -2.170926  -0.005
C  1.056574  4.790149  -2.099781  -0.687
O  1.570897  5.560718  -2.852772  0.145
O  1.565396  4.174139  -1.091476  -0.011
C  2.628398  4.879950  -0.478016  -0.008
H  -0.911987  5.908002  -3.427097  0.096
H  -2.084524  4.699726  -3.085701  0.090
H  -0.738488  4.211434  -4.099154  0.094
H  2.196696  5.808087  -0.103459  0.117
H  3.451393  4.942133  -1.189986  0.109
H  2.932370  4.180099  0.300393  0.079
C  -6.174276  -4.158470  4.053279  -0.040
O  -6.782621  -3.790736  2.826614  -0.003
C  -5.944472  -3.549288  1.798939  -0.538
O  -4.782751  -3.959627  1.676676  0.094
O  -6.538486  -2.689709  0.954159  0.004
C  -5.758442  -2.152556  -0.072322  -0.064
H  -5.365293  -4.877974  3.926987  0.087
H  -6.932067  -4.771636  4.541022  0.097
H  -5.889434  -3.303074  4.665867  0.086
H  -6.359739  -1.368631  -0.532767  0.099
H  -5.616478  -2.987255  -0.758776  0.096
H  -4.819668  -1.622664  0.088918  0.082
C  -4.753199  -2.900183  -4.231328  -0.048
O  -3.658696  -2.040031  -4.233783  -0.004
C  -3.790833  -0.837682  -3.682862  -0.560
O  -4.822106  -0.339850  -3.220305  0.097
O  -2.616285  -0.196295  -3.745071  -0.034
C  -2.515536  1.174307  -3.312990  -0.013
H  -5.399080  -2.679235  -5.081105  0.104
H  -5.321335  -2.821610  -3.304427  0.087
H  -4.354117  -3.910391  -4.322562  0.098
H  -3.396041  1.692662  -3.692635  0.098
H  -1.656170  1.638627  -3.796714  0.081
H  -2.479831  1.262138  -2.227116  0.091

Cartesian forces, eV/Å:
1.0 0.1 -0.8
-0.7 0.8 -0.4
1.9 -2.2 1.1
-2.3 1.4 -0.8
-0.2 -1.3 0.4
0.1 0.8 -1.5
0.7 -0.5 0.4
-2.0 -0.7 0.5
0.4 -0.2 0.3
-0.3 0.5 0.1
0.0 0.4 0.7
-0.1 0.0 -0.4
-0.1 -0.7 -0.5
0.5 0.4 0.1
0.3 0.3 0.5
-0.3 0.1 -0.2
0.1 0.1 0.2
-0.4 0.1 0.0
1.1 0.4 -0.1
0.2 0.2 0.2
0.2 -0.1 0.1
0.1 0.0 -0.3
-0.2 0.2 0.1
1.1 -0.8 0.1
2.0 -0.8 0.5
-1.3 0.7 -0.8
-0.2 1.9 2.6
2.7 -1.0 -3.3
-1.5 -1.4 0.2
1.1 1.1 -0.9
-1.2 0.3 0.9
-0.8 0.1 0.6
-0.7 0.0 -0.4
-0.4 0.3 -0.2
-0.9 0.5 -0.3
0.0 0.4 -0.2
-0.3 -0.5 0.4
-0.4 0.0 0.3
-0.3 0.5 0.2
0.0 0.1 0.9
0.0 0.1 -0.2
0.2 -0.2 -0.1
0.3 -0.8 0.1
0.2 -0.3 -0.2
0.5 0.0 -0.3
0.3 -0.2 0.2
-1.3 -1.9 0.3
0.4 1.3 -0.6
-0.6 -0.2 -0.8
-0.3 -1.0 -0.4
-0.4 -0.3 0.8
1.1 -0.5 0.1
-0.6 1.0 -0.7
0.3 0.0 0.1
0.2 0.5 0.6
1.1 -0.2 0.3
-0.2 0.1 -0.2
-0.2 1.3 0.5
-0.3 0.2 -0.5
0.5 -0.2 0.0
-0.5 -0.4 0.7
0.9 0.2 0.2
1.0 0.2 0.6
-0.8 0.1 -0.2
0.2 -0.2 -0.4
-1.0 0.2 0.7
0.5 -0.3 0.0
0.2 -0.1 -0.5
-0.3 0.3 -0.6
-2.2 -0.2 1.3
-0.3 1.1 0.4
0.0 -1.3 -1.3
1.6 0.5 -0.1
-0.5 0.5 0.9
-0.8 0.1 -0.2
1.1 0.2 0.9
0.7 0.1 -0.4
-0.1 -0.7 1.3
0.8 0.0 -0.2
0.2 0.6 0.5
-0.1 -0.3 -0.3
0.2 0.0 -0.3
0.2 -0.2 0.0
-0.3 -0.1 -0.2
-0.5 -0.1 -0.2
0.1 -0.2 -0.3
0.7 0.1 -0.3
-0.1 -0.1 0.2
0.0 -0.3 -0.4
-0.4 1.0 -0.6
-0.2 -0.4 -1.0
0.0 -0.4 0.2
0.5 -0.1 0.3
-0.3 0.2 -1.2
1.3 0.2 -5.0
-0.8 0.1 1.4
0.2 -1.0 5.1
1.9 -0.2 -0.9
-0.4 -0.1 0.3
0.0 0.3 0.6
0.0 -0.1 0.2
-0.6 0.5 0.3
-0.4 -0.4 -0.7
-1.4 0.6 -0.4
-0.6 0.5 0.9
1.2 0.0 0.2
3.6 2.0 -0.3
-3.2 -1.7 -1.6
-1.5 -1.2 -0.8
0.6 0.6 1.0
0.1 0.3 0.2
0.0 -0.1 0.7
-0.5 -0.1 0.3
0.1 -0.1 -0.1
0.1 -0.2 -0.1
0.1 0.0 -0.3
-0.8 0.0 0.9
0.0 1.6 0.6
0.8 1.4 1.0
-0.1 -1.4 2.0
0.3 0.7 -3.0
-0.2 -0.7 -0.5
0.0 0.0 -0.8
0.1 -0.5 -0.2
0.4 -0.6 -0.1
0.2 -0.4 -0.4
0.0 0.2 0.5
-0.4 -0.4 0.0
-0.4 0.4 -0.6
0.2 0.3 0.2
0.4 -1.1 -1.0
0.4 0.0 0.0
-0.8 -0.4 1.4
-0.1 -0.3 -0.9
0.7 -0.1 0.4
0.1 0.2 -0.2
-0.5 -0.1 0.4
-0.1 -0.1 0.3
-0.1 0.3 -0.4
0.3 0.9 0.5
-0.2 -0.3 -0.3
-0.7 2.4 -1.2
3.0 -1.3 0.8
-1.3 -1.1 0.8
-0.7 1.1 -0.3
-1.4 -1.0 -0.6
0.2 0.0 -0.2
0.0 -0.1 0.1
0.3 -0.2 0.4
0.5 0.3 0.2
0.3 0.2 0.0
-0.1 -0.2 0.0
0.3 -0.2 -0.5
-1.8 0.1 -0.1
-1.7 0.0 -1.5
0.6 0.8 -0.3
0.6 -0.8 1.4
0.4 -1.1 0.3
0.5 -0.2 -0.1
0.2 -0.5 0.7
-0.1 0.5 -0.4
0.7 0.2 0.0
0.0 0.6 0.2
0.1 0.5 0.2
-0.3 -1.6 0.6
0.5 0.6 -1.2
2.3 0.1 0.2
-2.6 0.8 0.3
-0.2 -0.2 1.9
-0.2 0.1 -2.1
0.4 0.5 -0.3
-0.2 0.4 0.3
0.0 0.1 -0.2
-0.3 -0.4 -0.1
0.4 0.4 -0.5
0.2 -0.6 1.1
-1.1 -0.7 0.1
1.5 1.0 0.3
-1.7 1.8 0.8
1.8 -1.3 -0.8
0.5 -0.5 -0.1
-1.1 0.0 -0.4
-0.1 0.0 0.1
0.0 0.1 -0.1
0.0 0.1 -0.1
-0.1 0.1 0.2
0.2 -0.5 0.2
0.1 -0.1 -0.1

Frontier orbital gap ... 9.698 eV
SMILES ... COC(=O)OC.COC(=O)OC.COC(=O)OC.COC(=O)OC.COC(=O)OC.COC(=O)OC.COC(=O)OC.COC(=O)OC.COCCOCCOC.COCCOCCOC.COCCOCCOC.COCCOCCOC
E ... -125160.344 eV
HOMO level ... -9.27 eV

=====

The following is a quantum chemistry calculation of C3H16N2O2 as an isolated structure at a distorted geometry, from the OMol25 dataset.

Each line ends with the Löwdin charge.
Element x y z (Å)
C  -1.017338  -1.155565  -0.210416  -0.132
C  0.264661  -0.271650  -0.136976  -0.182
C  1.063441  -0.715005  1.074235  -0.203
N  2.289874  0.113338  1.324540  0.124
N  -2.081251  -0.538053  -1.089570  0.164
H  -0.675440  -2.057244  -0.724489  0.139
H  -1.374165  -1.396214  0.777195  0.132
H  0.846955  -0.458297  -1.046913  0.128
H  -0.121321  0.744503  -0.055855  0.128
H  1.354729  -1.751507  0.889467  0.145
H  0.401335  -0.692220  1.945346  0.137
H  2.989727  -0.467840  1.786600  0.155
H  2.050096  0.934989  1.866175  0.148
H  2.566674  0.399294  0.013893  0.259
H  -2.616022  -1.258878  -1.572411  0.168
H  -2.794758  0.020746  -0.452094  0.101
H  -1.687792  -0.013577  -1.873565  0.169
H  -4.775984  0.978569  -0.033237  0.111
H  -3.582688  1.635779  0.738832  0.100
O  -3.812226  1.007771  0.041912  0.004
H  3.795542  1.148629  -1.659284  0.106
H  3.626214  2.339547  -0.712683  0.105
O  3.289747  1.452874  -0.890692  -0.006

Cartesian forces, eV/Å:
1.6 -0.3 -1.5
-1.2 -0.2 0.1
-0.7 -0.3 0.5
-0.7 -0.8 -4.3
-0.2 -0.4 1.0
-0.5 -0.3 0.4
-0.6 0.0 0.1
-0.1 0.5 0.0
0.6 0.4 -0.1
0.2 0.1 0.3
0.3 -0.1 0.1
0.2 0.4 -0.1
0.4 0.3 0.0
0.8 0.9 3.9
-0.2 -0.3 0.3
0.5 0.1 -1.3
0.0 0.5 0.4
0.1 0.0 0.1
-0.3 0.0 0.0
0.0 0.2 0.3
-0.1 -0.1 0.1
-0.1 0.1 0.3
-0.2 -0.8 -0.4

Total charge ... +2
Frontier orbital gap ... 13.427 eV
Energy relative to the best compared isomer or geometry (same formula, charge and spin) ... 39.3 kcal per mole
E ... -10429.376 eV
HOMO level ... -19.66 eV

=====

The following is a quantum chemistry calculation of C4H6O2 as an isolated structure, from the OMol25 dataset.

Each line ends with the Löwdin charge.
Element x y z (Å)
C  -1.351192  -0.411568  -0.127479  0.070
C  -0.331871  -0.462870  0.853322  -0.249
O  0.788146  -1.209235  0.427390  -0.069
C  1.376531  -0.104634  -0.243281  -0.099
C  0.175654  0.872260  -0.124845  -0.486
O  0.082153  2.068570  0.122283  -0.010
H  -2.206314  0.228901  0.067618  0.123
H  -0.538719  0.490713  -1.107391  0.183
H  -1.446094  -1.189697  -0.881156  0.113
H  -0.456061  -0.267457  1.915192  0.160
H  1.724482  -0.356213  -1.248833  0.128
H  2.183290  0.341227  0.347185  0.138

Cartesian forces, eV/Å:
0.0 0.2 0.0
-0.2 0.2 0.1
0.1 -0.1 0.0
0.3 0.1 -0.2
0.0 -0.1 0.1
0.0 -0.1 0.0
0.1 -0.1 -0.1
-0.1 -0.2 0.1
0.0 0.1 0.1
0.0 -0.1 -0.2
0.0 0.1 0.1
-0.1 -0.1 -0.1

Frontier orbital gap ... 8.874 eV
Energy relative to the best compared isomer or geometry (same formula, charge and spin) ... 116.3 kcal per mole
E ... -8335.420 eV
HOMO level ... -8.46 eV